Entry 1:
DFT (ωB97M-V with the def2-TZVPD basis set) results for a 8-piece molecular cluster, C35H87Cl4N5O11 overall in a non-equilibrium geometry.

Last column: Löwdin charge in e.
Geometry (Å):
C1 6.08 -4.52 -8.49  -0.0881
O1 5.23 -3.58 -7.77  -0.1840
C2 4.32 -4.15 -6.80  -0.2202
C3 3.81 -3.11 -5.86  -0.2458
N1 3.13 -2.06 -6.56  -0.0728
C4 3.08 -0.80 -5.92  -0.2050
C5 2.38 -0.72 -4.51  -0.1774
O2 3.23 -1.16 -3.48  -0.2152
C6 2.70 -1.52 -2.24  -0.1250
H1 6.87 -3.98 -8.99  0.0796
H2 5.55 -5.03 -9.29  0.0804
H3 6.59 -5.25 -7.87  0.0799
H4 4.84 -4.86 -6.16  0.1223
H5 3.36 -4.53 -7.15  0.1246
H6 4.68 -2.72 -5.34  0.1156
H7 3.19 -3.53 -5.07  0.1262
H8 3.56 -1.92 -7.47  0.1097
H9 2.69 -0.02 -6.57  0.1159
H10 4.11 -0.46 -5.93  0.1050
H11 1.50 -1.35 -4.62  0.1077
H12 2.05 0.30 -4.28  0.1212
H13 3.49 -1.93 -1.60  0.0582
H14 1.94 -2.29 -2.34  0.0867
H15 2.10 -0.74 -1.76  0.0401
C7 -8.91 -5.08 4.99  -0.0648
O3 -7.86 -4.08 4.64  -0.2007
C8 -7.00 -3.80 5.78  -0.2225
C9 -5.84 -2.92 5.31  -0.2023
N2 -5.02 -2.61 6.44  -0.1042
C10 -3.72 -2.13 6.22  -0.2136
C11 -3.53 -1.06 5.09  -0.1879
O4 -3.48 -1.65 3.79  -0.1883
C12 -3.45 -0.76 2.71  -0.1175
H16 -9.85 -5.13 4.44  0.0753
H17 -9.26 -4.85 6.00  0.0755
H18 -8.34 -5.99 4.84  0.0845
H19 -6.73 -4.67 6.38  0.1140
H20 -7.50 -3.27 6.59  0.1113
H21 -6.13 -1.99 4.82  0.1291
H22 -5.26 -3.54 4.63  0.1207
H23 -4.83 -3.33 7.11  0.1163
H24 -3.09 -3.01 6.15  0.1216
H25 -3.30 -1.68 7.12  0.1088
H26 -2.55 -0.64 5.29  0.0752
H27 -4.20 -0.21 5.08  0.1236
H28 -2.52 -0.19 2.67  0.0666
H29 -4.25 -0.03 2.59  0.0865
H30 -3.55 -1.30 1.77  0.0814
C13 7.46 3.60 -2.58  -0.0655
O5 6.47 3.05 -3.51  -0.2092
C14 6.61 1.75 -4.08  -0.2088
C15 6.05 0.61 -3.22  -0.2337
N3 6.97 -0.08 -2.39  -0.0612
C16 6.25 -0.92 -1.38  -0.1519
C17 5.46 0.05 -0.44  -0.2007
O6 5.50 -0.52 0.87  -0.1976
C18 5.11 0.45 1.82  -0.1176
H31 8.39 3.02 -2.60  0.0762
H32 7.08 3.43 -1.57  0.0714
H33 7.71 4.64 -2.79  0.0774
H34 7.65 1.61 -4.39  0.1167
H35 6.02 1.79 -4.99  0.1115
H36 5.52 -0.10 -3.86  0.0948
H37 5.21 1.08 -2.71  0.1212
H38 7.52 -0.78 -2.88  0.1052
H39 7.00 -1.53 -0.88  0.1189
H40 5.58 -1.62 -1.87  0.0910
H41 4.42 0.14 -0.74  0.0963
H42 5.82 1.08 -0.38  0.1126
H43 4.06 0.65 1.62  0.0432
H44 5.64 1.41 1.82  0.0844
H45 5.10 0.06 2.84  0.0901
C19 1.21 3.32 1.13  -0.1393
O7 0.77 3.76 2.37  -0.2191
C20 1.59 4.76 2.97  -0.1612
C21 0.49 5.88 3.24  -0.2258
N4 0.08 6.48 2.00  -0.0553
C22 -1.03 7.46 2.10  -0.1850
C23 -1.45 8.10 0.77  -0.2180
O8 -2.23 7.13 0.03  -0.1831
C24 -3.03 7.75 -0.97  -0.1243
H46 1.20 4.20 0.48  0.0846
H47 0.62 2.57 0.60  0.0733
H48 2.26 3.02 1.22  0.0829
H49 2.39 5.10 2.31  0.1187
H50 2.08 4.46 3.89  0.1102
H51 0.96 6.64 3.86  0.1056
H52 -0.36 5.54 3.83  0.1101
H53 -0.17 5.62 1.54  0.0891
H54 -0.75 8.31 2.72  0.1183
H55 -1.97 6.99 2.40  0.1190
H56 -0.64 8.50 0.16  0.1224
H57 -2.03 8.97 1.10  0.1114
H58 -2.83 8.80 -1.20  0.0881
H59 -4.08 7.76 -0.71  0.0708
H60 -3.28 7.07 -1.78  0.0822
C25 -1.37 -1.36 -3.50  -0.1554
O9 -2.69 -1.15 -3.21  -0.1957
C26 -2.97 -1.22 -1.82  -0.1967
C27 -4.33 -0.54 -1.48  -0.1843
N5 -5.49 -1.42 -1.64  -0.0697
C28 -5.79 -1.66 -3.05  -0.2092
C29 -7.05 -2.56 -3.14  -0.1946
O10 -8.16 -1.73 -2.79  -0.2097
C30 -8.57 -0.93 -3.95  -0.0903
H61 -1.14 -1.32 -4.56  0.0924
H62 -0.96 -2.26 -3.04  0.0890
H63 -0.89 -0.52 -3.00  0.0837
H64 -2.12 -0.89 -1.21  0.1068
H65 -3.18 -2.24 -1.52  0.1211
H66 -4.43 0.28 -2.19  0.1111
H67 -4.40 -0.28 -0.42  0.1043
H68 -6.29 -1.12 -1.09  0.1076
H69 -4.95 -2.13 -3.57  0.1114
H70 -5.91 -0.73 -3.61  0.1026
H71 -7.10 -3.30 -2.35  0.1248
H72 -7.09 -2.88 -4.18  0.1116
H73 -7.87 -0.19 -4.33  0.0731
H74 -9.32 -0.31 -3.47  0.0836
H75 -8.99 -1.54 -4.76  0.0848
Cl1 -0.85 0.62 9.54  0.5579
C31 -1.30 1.73 8.25  -0.6890
C32 -0.21 2.05 7.21  -0.6150
Cl2 0.07 0.58 6.21  0.5640
H76 -1.55 2.72 8.65  0.0727
H77 -2.15 1.30 7.74  0.0523
H78 0.72 2.35 7.69  0.0669
H79 -0.33 2.92 6.56  0.0710
Cl3 1.43 -0.37 0.84  0.6868
C33 0.13 -0.57 1.92  -0.6991
C34 0.66 -1.30 3.16  -0.6673
Cl4 0.73 -3.03 2.88  0.5975
H80 -0.54 -1.14 1.26  0.0491
H81 -0.30 0.40 2.17  0.0680
H82 0.02 -1.02 4.00  0.0157
H83 1.70 -1.02 3.35  0.0578
C35 3.75 -3.49 0.82  -0.1497
O11 4.54 -3.33 2.05  -0.1326
H84 2.97 -4.25 0.87  0.0643
H85 3.27 -2.54 0.56  0.0232
H86 4.47 -3.75 0.05  0.0743
H87 5.15 -4.06 1.96  0.0605

Computed properties:
SMILES: COCCNCCOC.COCCNCCOC.COCCNCCOC.COCCNCCOC.COCCNCCOC.ClCCCl.ClCCCl.CO
M in g mol⁻¹: 895.9
Spin multiplicity: 1
E_HOMO in eV: -8.33
E_tot in a.u.: -4327.4609
Kohn-Sham gap in eV: 8.77

=====

Entry 2:
DFT (ωB97M-V with the def2-TZVPD basis set) results for a 3-piece molecular cluster, C32H66Br2Cl2N5O2S2 overall.

Last column: Löwdin charge in e.
Geometry (Å):
C1 2.11 1.34 -0.65  -0.0869
C2 0.84 0.89 -1.40  -0.2772
C3 -0.42 1.53 -0.80  -0.1739
C4 -1.68 1.96 -1.60  -0.2507
C5 -1.33 2.66 -2.94  -0.0510
C6 -3.01 1.06 -1.56  -0.2330
C7 -3.13 0.60 -0.09  -0.1809
C8 -2.96 1.66 1.02  -0.2802
N1 -3.71 1.23 2.21  0.0001
C9 -4.07 2.04 -2.22  -0.2107
C10 -5.57 2.37 -1.84  -0.6563
Br1 -6.14 1.97 -0.03  0.9047
C11 -5.95 3.88 -2.03  -0.7755
C12 -4.97 4.88 -2.63  -0.1535
Br2 -7.62 3.96 -3.05  0.7244
C13 -4.12 1.49 -3.61  -0.4975
S1 -4.87 2.36 -4.94  0.9908
N2 -3.61 0.30 -3.79  -0.0276
C14 -3.66 -0.32 -5.16  -0.1384
C15 -3.03 -1.65 -5.46  -0.3051
N3 -2.16 -1.65 -6.39  0.1096
C16 -3.10 -0.25 -2.49  -0.2822
C17 -1.79 -1.09 -2.57  -0.5523
Cl1 -0.82 -0.42 -3.87  0.8335
C18 -1.83 -2.68 -2.59  -0.6816
C19 -1.19 -3.28 -1.32  -0.1055
Cl2 -0.96 -3.43 -3.97  0.6768
S2 -4.65 -1.27 -2.04  0.7187
C20 -4.38 -2.23 -0.59  -0.1039
O1 -4.83 -2.15 -3.17  -0.2895
O2 -5.67 -0.29 -1.79  -0.3395
H1 1.86 1.54 0.40  0.0714
H2 2.84 0.53 -0.71  0.0741
H3 2.51 2.21 -1.16  0.0780
H4 0.76 -0.20 -1.30  0.0797
H5 0.99 1.10 -2.45  0.0704
H6 -0.67 0.91 0.05  0.0893
H7 -0.09 2.47 -0.34  0.1261
H8 -2.05 2.80 -1.00  0.1199
H9 -0.26 2.89 -2.98  0.0921
H10 -1.84 3.63 -3.01  0.0772
H11 -1.59 2.11 -3.83  0.0405
H12 -4.07 0.10 0.13  0.0510
H13 -2.34 -0.15 0.04  0.1082
H14 -1.91 1.78 1.27  0.1030
H15 -3.34 2.62 0.68  0.0982
H16 -3.94 2.03 2.78  0.0733
H17 -3.12 0.65 2.79  0.0725
H18 -3.60 3.01 -2.31  0.0820
H19 -6.24 1.74 -2.42  0.0307
H20 -6.26 4.27 -1.07  0.0347
H21 -4.93 4.88 -3.71  0.0403
H22 -3.96 4.77 -2.23  0.0749
H23 -5.29 5.88 -2.33  0.0918
H24 -3.92 3.30 -4.89  -0.0574
H25 -3.18 0.39 -5.84  0.1101
H26 -4.73 -0.40 -5.40  0.1275
H27 -3.41 -2.55 -4.99  0.0905
H28 -1.86 -2.59 -6.62  0.0540
H29 -1.26 -0.86 -1.64  0.0702
H30 -2.83 -3.07 -2.72  0.0540
H31 -1.90 -3.47 -0.53  0.0684
H32 -0.36 -2.66 -0.96  0.0790
H33 -0.75 -4.24 -1.59  0.0666
H34 -5.22 -1.97 0.06  0.0955
H35 -4.43 -3.28 -0.88  0.0885
H36 -3.45 -1.98 -0.09  0.0555
C21 5.31 2.73 2.29  -0.0849
C22 5.70 1.30 2.61  -0.2761
N4 6.00 0.51 1.43  -0.2007
C23 6.10 -0.91 1.72  -0.2527
C24 7.22 -1.39 2.65  -0.0784
C25 7.01 1.05 0.54  -0.2473
C26 8.40 1.34 1.13  -0.0775
H37 4.48 2.76 1.58  0.0676
H38 5.00 3.24 3.20  0.0747
H39 6.14 3.30 1.87  0.0670
H40 4.87 0.81 3.12  0.1073
H41 6.54 1.32 3.33  0.1037
H42 6.17 -1.45 0.77  0.1122
H43 5.14 -1.22 2.15  0.0913
H44 8.19 -1.37 2.16  0.0577
H45 7.03 -2.42 2.95  0.0698
H46 7.28 -0.79 3.55  0.0676
H47 6.62 1.98 0.12  0.0995
H48 7.11 0.37 -0.30  0.1133
H49 8.34 1.86 2.09  0.0677
H50 8.96 1.99 0.45  0.0734
H51 8.99 0.44 1.27  0.0562
C27 -0.12 -3.02 5.82  -0.0875
C28 0.28 -2.79 4.37  -0.2796
N5 1.43 -1.93 4.22  -0.1986
C29 1.65 -1.47 2.87  -0.2553
C30 1.99 -2.51 1.79  -0.0786
C31 2.63 -2.33 4.95  -0.2390
C32 3.21 -3.72 4.66  -0.0751
H52 -0.26 -2.07 6.33  0.0812
H53 -1.05 -3.57 5.86  0.0735
H54 0.63 -3.59 6.36  0.0673
H55 -0.55 -2.30 3.85  0.1090
H56 0.41 -3.77 3.88  0.1020
H57 2.44 -0.71 2.89  0.1024
H58 0.74 -0.94 2.56  0.0991
H59 3.01 -2.87 1.89  0.0516
H60 1.90 -2.05 0.80  0.0550
H61 1.32 -3.36 1.81  0.0649
H62 2.40 -2.27 6.02  0.1035
H63 3.39 -1.57 4.77  0.1098
H64 2.43 -4.49 4.63  0.0675
H65 3.91 -4.00 5.45  0.0752
H66 3.75 -3.76 3.71  0.0529

Computed properties:
M in g mol⁻¹: 847.8
Spin multiplicity: 1
E_HOMO in eV: -9.64
Charge: +1
E_tot in a.u.: -8547.5473
Kohn-Sham gap in eV: 5.66

=====

Entry 3:
DFT (ωB97M-V with the def2-TZVPD basis set) results for C12H20FKO8S2 as an isolated structure in a non-equilibrium geometry.

Last column: Löwdin charge in e.
Geometry (Å):
K1 -12.80 1.89 -1.90  0.9411
F1 -12.42 -2.37 -0.22  -0.9493
O1 -7.35 3.16 -8.14  -0.2956
S1 -8.80 3.08 -8.21  0.6754
O2 -9.59 3.06 -7.01  -0.2926
O3 -9.36 4.39 -9.12  -0.2808
C1 -8.37 5.02 -9.92  -0.2874
C2 -9.15 6.29 -10.38  -0.0652
C3 -9.32 1.74 -9.41  -0.0942
H1 -8.10 4.33 -10.72  0.1142
H2 -7.43 5.37 -9.48  0.1137
H3 -9.62 6.94 -9.65  0.0791
H4 -9.89 5.95 -11.10  0.0736
H5 -8.43 6.96 -10.85  0.0721
H6 -9.00 0.76 -9.05  0.0646
H7 -8.93 1.91 -10.41  0.0608
H8 -10.41 1.68 -9.49  0.0638
O4 -16.80 4.57 -4.84  -0.3189
S2 -17.97 4.48 -5.74  0.7113
O5 -19.01 3.46 -5.53  -0.3067
O6 -18.74 5.97 -5.85  -0.2632
C4 -19.96 6.08 -6.46  -0.3404
C5 -20.11 7.54 -6.86  -0.0643
C6 -17.39 4.19 -7.49  -0.0902
H9 -20.73 5.85 -5.72  0.1257
H10 -20.09 5.42 -7.32  0.1150
H11 -19.34 7.85 -7.57  0.0807
H12 -20.08 8.23 -6.02  0.0829
H13 -21.10 7.67 -7.31  0.0818
H14 -18.25 4.40 -8.12  0.0556
H15 -17.03 3.16 -7.46  0.0678
H16 -16.54 4.86 -7.68  0.0659
C7 -5.06 5.87 -3.71  0.0304
C8 -5.96 5.24 -2.93  0.0037
C9 -7.26 5.73 -2.49  -0.3874
O7 -8.17 5.08 -2.00  0.1008
C10 -7.44 7.15 -2.87  0.0232
C11 -6.51 7.80 -3.62  0.0100
C12 -5.22 7.31 -4.15  -0.3367
O8 -4.34 7.90 -4.79  0.0963
H17 -4.19 5.30 -4.01  0.1159
H18 -5.59 4.23 -2.83  0.1180
H19 -8.40 7.65 -2.85  0.1171
H20 -6.89 8.71 -4.06  0.1122

Computed properties:
M in g mol⁻¹: 414.5
Spin multiplicity: 1
E_HOMO in eV: -5.92
E_tot in a.u.: -2567.1219
Kohn-Sham gap in eV: 3.72

=====

Entry 4:
DFT (ωB97M-V with the def2-TZVPD basis set) results for C22H49HfN2OP3S as an isolated structure in a non-equilibrium geometry.

Last column: Löwdin charge in e.
Geometry (Å):
Hf1 -0.27 -0.18 -0.40  1.0885
P1 1.82 0.12 1.24  0.7215
P2 0.66 2.08 -1.70  0.7667
P3 -0.35 -3.13 0.13  0.8600
H1 -1.83 -3.28 -4.78  0.0969
C1 -1.87 -3.45 -3.70  -0.0256
C2 -2.76 -2.76 -2.97  -0.1882
H2 -3.35 -1.98 -3.48  0.0609
C3 3.49 -0.47 0.79  -0.2262
C4 2.21 1.83 1.78  -0.2276
C5 1.60 -0.63 2.91  -0.2339
C6 -0.39 2.80 -3.03  -0.2234
C7 1.33 3.67 -1.05  -0.2322
C8 2.14 1.59 -2.67  -0.2359
C9 -1.26 -4.57 -0.51  -0.1688
C10 -0.91 -2.95 1.84  -0.1978
C11 1.39 -3.62 0.10  -0.1904
H3 -1.17 -4.19 -3.34  0.0479
H4 -3.06 -3.03 -1.96  0.0469
H5 4.22 -0.27 1.58  0.0935
H6 3.81 0.04 -0.13  0.0523
H7 3.47 -1.55 0.59  0.0373
H8 2.59 1.83 2.81  0.0800
H9 1.31 2.47 1.76  0.0320
H10 2.97 2.27 1.11  0.0669
H11 2.32 -0.17 3.60  0.0815
H12 1.76 -1.71 2.87  0.0515
H13 0.59 -0.43 3.30  0.0315
H14 -0.58 3.87 -2.87  0.0720
H15 -1.35 2.28 -3.07  0.0152
H16 0.10 2.68 -4.01  0.0656
H17 2.16 3.99 -1.70  0.0859
H18 1.72 3.59 -0.03  0.0172
H19 0.55 4.45 -1.08  0.0626
H20 2.24 2.25 -3.54  0.0842
H21 2.05 0.57 -3.04  0.0000
H22 3.05 1.65 -2.05  0.0580
H23 -0.80 -5.50 -0.16  0.1026
H24 -1.29 -4.55 -1.60  0.0245
H25 -2.30 -4.52 -0.15  0.0851
H26 -0.46 -3.73 2.49  0.1118
H27 -2.01 -3.07 1.87  0.0677
H28 -0.66 -1.97 2.27  0.0156
H29 1.45 -4.73 0.15  0.0984
H30 1.92 -3.18 0.96  0.0468
H31 1.87 -3.29 -0.83  0.0625
C12 -0.41 -0.63 -3.65  -0.6064
C13 0.79 -1.33 -3.46  -0.1658
C14 1.75 -1.32 -4.48  -0.0535
C15 1.50 -0.64 -5.67  -0.0016
C16 0.27 0.00 -5.87  -0.0044
C17 -0.68 0.05 -4.86  -0.0905
S1 -1.69 -0.44 -2.40  0.7619
H32 -0.79 -1.97 -1.02  -0.0512
H33 1.02 -1.80 -2.49  0.0691
H34 2.70 -1.82 -4.31  0.1317
H35 2.27 -0.59 -6.43  0.1399
H36 0.07 0.50 -6.80  0.1358
H37 -1.61 0.63 -4.92  0.1297
C18 -3.27 -0.63 2.66  -0.0020
N1 -2.29 0.41 3.01  -0.1271
C19 -2.04 0.58 4.44  -0.0174
C20 -1.84 1.23 2.04  -0.3916
O1 -1.40 0.68 0.94  -0.2337
N2 -1.85 2.56 2.09  -0.0612
C21 -2.17 3.32 3.29  0.0271
C22 -1.70 3.32 0.85  0.0160
H38 -4.30 -0.27 2.84  0.1282
H39 -3.08 -1.53 3.26  0.0999
H40 -3.18 -0.89 1.59  0.0819
H41 -1.23 1.31 4.61  0.0931
H42 -2.95 0.92 4.96  0.1206
H43 -1.72 -0.38 4.86  0.1107
H44 -2.36 4.35 2.98  0.1110
H45 -3.07 2.93 3.77  0.1163
H46 -1.34 3.31 4.01  0.1131
H47 -0.70 3.23 0.44  0.0393
H48 -2.42 3.00 0.09  0.1203
H49 -1.87 4.37 1.10  0.1191

Computed properties:
M in g mol⁻¹: 661.1
Spin multiplicity: 1
E_HOMO (alpha / beta) in eV: -19.53 / -19.53
Charge: +4
E_tot in a.u.: -2521.1599
Kohn-Sham gap (alpha / beta) in eV: 5.74 / 5.75